# 1
ORCA calculation (wB97M-V/def2-TZVPD) on 4 unconnected molecules or ions with the total composition C10H26N7O5.

Positions of all 48 atoms, in Å:
C: 2.93 -2.14 0.05
C: 2.50 -1.77 -1.36
C: 3.68 -2.01 -2.34
C: 2.06 -0.32 -1.47
C: 0.82 0.03 -0.64
N: 0.05 -1.14 -0.26
C: -0.74 -1.70 -1.37
C: -0.75 -3.26 -1.40
O: -0.45 -3.85 -0.34
O: -1.13 -3.77 -2.50
H: 3.52 -3.05 0.00
H: 2.07 -2.28 0.68
H: 3.58 -1.37 0.45
H: 1.71 -2.44 -1.66
H: 4.62 -1.95 -1.80
H: 3.60 -3.00 -2.78
H: 3.70 -1.29 -3.14
H: 2.88 0.30 -1.12
H: 1.93 -0.06 -2.51
H: 0.24 0.79 -1.19
H: 1.15 0.51 0.28
H: -0.59 -0.87 0.47
H: -0.37 -1.33 -2.31
H: -1.79 -1.42 -1.31
C: -4.40 -3.11 -4.65
O: -5.04 -2.41 -5.43
N: -3.23 -2.74 -4.08
N: -4.84 -4.36 -4.28
H: -2.70 -3.32 -3.43
H: -2.87 -1.83 -4.31
H: -5.70 -4.68 -4.68
H: -4.33 -4.95 -3.65
C: 1.75 3.23 1.58
O: 1.91 3.26 0.37
N: 0.73 3.90 2.20
N: 2.55 2.50 2.41
H: 0.57 3.89 3.19
H: 0.11 4.43 1.61
H: 3.29 1.98 1.99
H: 2.42 2.45 3.40
C: -1.49 4.61 5.75
O: -0.48 3.96 5.93
N: -2.75 4.11 5.99
N: -1.46 5.90 5.28
H: -3.59 4.63 5.84
H: -2.81 3.17 6.32
H: -0.56 6.30 5.10
H: -2.28 6.45 5.12

The HOMO-LUMO gap is 0.228 Ha. The total charge is -1. As for the multiplicity: 1. Its lowest unoccupied orbital energy is 1.662 eV. For the energy relative to the best compared isomer or geometry (same formula, charge and spin), the calculation gives 3.48 kcal per mole.

---

# 2
ORCA calculation (wB97M-V/def2-TZVPD) on a molecular structure, C10H26O4Tl.

Positions of all 41 atoms, in Å:
Tl: 26.26 0.87 -19.00
C: 29.18 -3.24 -19.69
C: 27.90 -2.87 -18.95
O: 27.39 -1.68 -19.12
H: 29.02 -3.39 -20.76
H: 29.64 -4.13 -19.27
H: 29.93 -2.47 -19.52
H: 28.08 -3.17 -17.88
H: 27.14 -3.68 -19.15
C: 23.05 3.16 -18.12
C: 23.04 1.83 -17.36
O: 24.22 1.27 -17.14
H: 22.13 3.24 -18.70
H: 23.88 3.20 -18.83
H: 23.16 4.03 -17.47
H: 22.36 1.11 -17.84
H: 22.57 2.04 -16.36
C: 26.97 -1.25 -23.80
C: 27.47 -0.31 -22.73
C: 27.62 1.13 -23.17
O: 26.70 -0.37 -21.51
H: 27.03 -2.29 -23.47
H: 27.66 -1.23 -24.64
H: 25.93 -1.14 -24.11
H: 28.49 -0.63 -22.48
H: 26.71 1.58 -23.57
H: 28.39 1.15 -23.95
H: 28.04 1.79 -22.41
H: 26.92 -1.20 -21.06
C: 30.58 0.34 -20.33
C: 30.18 1.13 -19.09
C: 31.24 2.12 -18.61
O: 28.95 1.84 -19.35
H: 31.08 1.04 -21.01
H: 29.64 0.03 -20.79
H: 31.16 -0.57 -20.19
H: 29.96 0.40 -18.30
H: 32.05 1.53 -18.20
H: 30.83 2.79 -17.85
H: 31.53 2.73 -19.47
H: 29.20 2.58 -19.92

The HOMO-LUMO gap is 0.109 Ha. The total charge is +1. As for the multiplicity: 1. Its lowest unoccupied orbital energy is -8.517 eV.

---

# 3
ORCA calculation (wB97M-V/def2-TZVPD) on a molecular structure, C10H27CaNO6.

Positions of all 45 atoms, in Å:
Ca: 0.06 0.06 2.27
C: -4.06 2.79 2.45
O: -2.75 2.91 2.96
H: -4.15 3.52 1.65
H: -4.33 1.90 1.88
H: -4.84 3.06 3.16
C: 4.37 -1.69 -1.04
O: 3.82 -0.90 -0.02
H: 4.57 -2.76 -0.94
H: 3.88 -1.61 -2.01
H: 5.38 -1.32 -1.17
C: -3.66 -3.01 4.73
O: -2.46 -2.32 5.04
H: -4.17 -3.12 5.69
H: -4.41 -2.50 4.12
H: -3.65 -4.01 4.29
C: 3.57 0.25 6.00
O: 2.73 1.16 5.38
H: 3.18 -0.76 5.88
H: 4.59 0.43 5.68
H: 3.55 0.37 7.09
C: 2.11 2.44 -4.72
O: 1.33 2.48 -3.48
C: -0.08 2.51 -3.66
C: -0.76 2.18 -2.34
N: -0.40 0.84 -1.81
C: -1.17 -0.23 -2.40
C: -0.79 -1.72 -2.07
O: -0.38 -1.75 -0.70
C: -0.18 -3.15 -0.37
H: 1.76 3.21 -5.41
H: 2.08 1.56 -5.36
H: 3.16 2.69 -4.59
H: -0.32 1.87 -4.50
H: -0.33 3.49 -4.08
H: -1.78 2.46 -2.58
H: -0.54 2.83 -1.49
H: 0.54 0.79 -2.17
H: -1.25 -0.03 -3.46
H: -2.20 -0.06 -2.06
H: 0.07 -1.91 -2.71
H: -1.59 -2.40 -2.37
H: -1.17 -3.61 -0.42
H: 0.21 -3.18 0.65
H: 0.47 -3.76 -1.00

The HOMO-LUMO gap is 0.149 Ha. The total charge is -2. As for the multiplicity: 1. Its lowest unoccupied orbital energy is 2.934 eV. For the energy relative to the best compared isomer or geometry (same formula, charge and spin), the calculation gives 259.15 kcal per mole.

---

# 4
ORCA calculation (wB97M-V/def2-TZVPD) on a molecular structure, C10H27Cl2O2P2SW.

Positions of all 45 atoms, in Å:
C: -4.58 1.23 -4.36
C: -3.54 0.61 -3.48
H: -5.56 0.94 -3.99
H: -4.45 0.87 -5.38
H: -4.47 2.32 -4.33
O: -3.67 -0.26 -2.65
Cl: -1.93 1.33 -3.79
W: 1.01 0.08 -0.03
P: 0.47 -1.92 -1.16
C: -0.04 -3.38 -0.23
C: -0.78 -1.75 -2.44
H: -0.81 -2.66 -3.06
H: 1.77 -3.28 -2.66
H: -0.54 -0.89 -3.08
H: 2.27 -1.56 -2.77
H: -1.11 -3.29 0.01
H: -1.77 -1.57 -2.01
C: 1.99 -2.37 -2.08
H: 0.12 -4.26 -0.87
H: 2.82 -2.57 -1.40
H: 0.52 -3.47 0.70
P: -0.05 1.99 0.92
C: -0.69 1.91 2.62
C: 1.22 3.30 0.91
H: -1.18 2.62 -1.12
H: -1.61 3.69 0.26
H: -2.32 2.05 0.12
C: -1.42 2.65 -0.06
H: 1.63 3.45 -0.09
H: 0.74 4.24 1.25
H: -0.87 2.94 2.95
H: 0.02 1.43 3.30
H: 2.04 3.05 1.61
H: -1.63 1.36 2.63
Cl: 1.02 1.24 -2.07
C: 2.28 -0.32 3.36
S: 1.21 -1.07 2.11
C: 3.08 0.13 0.07
O: 1.39 -2.57 2.28
H: 2.54 0.71 3.13
H: 3.21 -0.92 3.46
H: 1.71 -0.36 4.29
H: 3.41 0.63 0.98
H: 3.50 -0.88 0.00
H: 3.42 0.70 -0.81

The HOMO-LUMO gap (alpha / beta) is 0.176 / 0.159 Ha. The total charge is +3. As for the multiplicity: 3. Its lowest unoccupied orbital energy (alpha / beta) is -13.524 / -13.977 eV. For the energy relative to the best compared isomer or geometry (same formula, charge and spin), the calculation gives 0.00 kcal per mole. Its expectation value of S² is 2.02.